[1]
{
  "formula": "C8H8N3O",
  "method": "ωB97M-V/def2-TZVPD",
  "relative_energy_kj_mol": 360.98,
  "smiles": "CC(N=O)=[N+]=Cc1ccccn1",
  "lumo_ev": -5.48,
  "charge": 1,
  "homo_lumo_gap_ha": 0.29216,
  "total_energy_ha": -548.726316,
  "elements": ["O", "N", "N", "N", "C", "C", "C", "C", "C", "C", "C", "C", "H", "H", "H", "H", "H", "H", "H", "H"],
  "coordinates": [[-1.55642, 2.15151, 0.09062], [-1.37700, 0.97988, 0.10793], [-1.48991, -1.34229, 0.16179], [0.55930, 0.45481, 0.22007], [2.21143, -1.12733, 0.05129], [3.11819, -0.13612, -0.03270], [2.70042, 1.16884, -0.11724], [-2.02921, -0.15008, 0.08815], [0.87841, -0.81989, 0.17029], [-0.24539, -1.69999, 0.41785], [-3.46340, 0.01102, -0.23384], [1.36842, 1.47502, 0.00692], [-0.23104, -2.83954, 0.48666], [1.03320, 2.51176, -0.42461], [3.48903, 1.89020, -0.20766], [4.07514, -0.49513, -0.13488], [2.48698, -2.18223, -0.00171], [-3.57036, 0.92002, -0.72576], [-4.01478, 0.21345, 0.69600], [-3.94301, -0.98391, -0.61918]]
}

=====

[2]
{
  "formula": "C61H136N8O10",
  "method": "ωB97M-V/def2-TZVPD",
  "smiles": "CC1(C)CCCC(C)(C)N1O.CC1(C)CCCC(C)(C)N1O.CC1(C)CCCC(C)(C)N1O.CC1(C)CCCC(C)(C)N1O.CC1(C)CCCC(C)(C)N1O.COC[C@H](C)N.COCCNCCOC.COCCNCCOC",
  "lumo_ev": 0.58,
  "charge": 0,
  "homo_lumo_gap_ha": 0.31927,
  "total_energy_ha": -3595.846506,
  "elements": ["O", "O", "O", "O", "O", "O", "O", "O", "O", "O", "N", "N", "N", "N", "N", "N", "N", "N", "C", "C", "C", "C", "C", "C", "C", "C", "C", "C", "C", "C", "C", "C", "C", "C", "C", "C", "C", "C", "C", "C", "C", "C", "C", "C", "C", "C", "C", "C", "C", "C", "C", "C", "C", "C", "C", "C", "C", "C", "C", "C", "C", "C", "C", "C", "C", "C", "C", "C", "C", "C", "C", "C", "C", "C", "C", "C", "C", "C", "C", "H", "H", "H", "H", "H", "H", "H", "H", "H", "H", "H", "H", "H", "H", "H", "H", "H", "H", "H", "H", "H", "H", "H", "H", "H", "H", "H", "H", "H", "H", "H", "H", "H", "H", "H", "H", "H", "H", "H", "H", "H", "H", "H", "H", "H", "H", "H", "H", "H", "H", "H", "H", "H", "H", "H", "H", "H", "H", "H", "H", "H", "H", "H", "H", "H", "H", "H", "H", "H", "H", "H", "H", "H", "H", "H", "H", "H", "H", "H", "H", "H", "H", "H", "H", "H", "H", "H", "H", "H", "H", "H", "H", "H", "H", "H", "H", "H", "H", "H", "H", "H", "H", "H", "H", "H", "H", "H", "H", "H", "H", "H", "H", "H", "H", "H", "H", "H", "H", "H", "H", "H", "H", "H", "H", "H", "H", "H", "H", "H", "H", "H", "H", "H", "H", "H", "H"],
  "coordinates": [[-2.51765, 2.59663, 36.22823], [-9.75053, 10.96364, 32.33607], [-11.79337, 4.96184, 33.65707], [-2.02855, 7.96154, 31.51567], [-7.20126, 4.83969, 25.09286], [-7.43790, 4.15034, 31.33907], [-10.58882, 0.96901, 32.54908], [0.41472, 2.68615, 28.99525], [-10.87637, 5.27164, 27.51565], [0.83392, 9.30796, 26.08001], [-11.70293, 8.70384, 28.68560], [-7.12832, 5.20819, 32.25340], [-10.94861, 10.21961, 32.72766], [-10.45474, 3.64207, 31.43591], [-6.27622, 4.85197, 26.22406], [-0.90378, 2.62402, 29.54073], [-2.99530, 3.89745, 36.35000], [-0.62362, 9.10337, 28.26945], [-6.20933, 6.20318, 31.54739], [-6.70508, 4.62891, 33.56183], [-4.73254, 6.54038, 25.04674], [-6.87755, 7.17177, 26.26267], [-4.76230, 6.23972, 27.46946], [-10.35396, 1.24174, 31.14877], [-1.29655, 1.18234, 29.59794], [-1.59646, 8.02497, 32.86692], [-6.47372, 2.39584, 26.31324], [-0.71815, 4.85199, 30.44782], [-9.69807, 4.46180, 27.46728], [-12.04759, 11.22327, 32.96887], [-1.29944, 9.14386, 26.94742], [-0.41793, 9.91928, 26.01662], [-12.79389, 7.34713, 26.97418], [-12.73062, 9.78488, 34.89092], [-2.67727, 0.98312, 30.23525], [-7.96735, 4.03635, 34.24457], [-5.49342, 3.62021, 26.19073], [-4.14590, 5.45660, 37.81860], [-2.75660, 1.67545, 31.50679], [-0.97826, 8.31046, 30.57940], [-11.90649, 8.65588, 34.32942], [-0.23415, 0.23888, 30.21655], [0.29331, 3.06679, 31.70389], [-4.95916, 5.53093, 30.95682], [-11.53166, 12.45563, 33.76080], [-5.26265, 6.65848, 33.85236], [-5.64539, 6.20648, 26.25793], [-10.57396, 9.23094, 33.79443], [-12.63399, 4.49290, 34.70701], [1.87972, 9.93448, 25.32321], [-9.72237, 9.91366, 34.92770], [-4.67905, 3.34049, 24.84447], [-7.02492, 6.89979, 30.43713], [-3.73591, 3.98331, 37.62525], [-1.51371, 0.74797, 28.14891], [-11.19778, 4.92307, 31.38081], [-12.39809, 5.10384, 32.31395], [-2.97898, 3.58604, 38.90764], [-10.51322, 6.55008, 27.94283], [-1.58117, 8.43130, 29.14295], [-11.05265, 2.50204, 30.76214], [-4.60477, 3.72728, 27.46217], [-0.92560, 3.34584, 30.80049], [-12.43257, 11.68030, 31.54729], [-13.18945, 10.61025, 33.71046], [-2.91110, 6.47092, 37.84485], [-9.69994, 8.19380, 33.06015], [-4.98673, 3.08234, 37.44025], [-6.32012, 5.73650, 34.46756], [-3.83769, 5.05286, 27.61129], [-0.57775, 4.45342, 37.07426], [-1.34277, 4.64272, 34.70784], [-10.15455, -0.31185, 32.99509], [-11.82741, 7.31673, 28.21062], [-5.74187, 7.26198, 32.52904], [-2.21422, 6.27732, 36.46156], [-1.84492, 4.81240, 36.22111], [-5.63383, 3.50726, 33.47872], [-2.26780, 3.13598, 31.48020], [0.32209, 4.98369, 30.13164], [-4.48880, 7.62908, 25.07664], [-6.08270, 2.50744, 33.53966], [-0.92477, 8.91164, 33.05859], [-10.47683, 5.66989, 31.61788], [-11.41484, 12.30138, 34.81303], [-4.25505, 5.20040, 31.75374], [-0.45482, -0.84522, 30.11610], [-12.36403, 3.47095, 34.92099], [-4.32342, 6.15778, 33.71058], [-1.35122, 5.03095, 29.60289], [0.24347, 8.56112, 28.21629], [-5.15965, 3.53277, 32.52561], [-2.44423, 4.44042, 39.28796], [-2.96868, 5.13191, 26.86646], [-3.88080, 4.02672, 24.77121], [-4.78919, 5.89475, 37.03453], [-12.35478, 8.13815, 33.46096], [-0.98800, 5.52618, 31.24946], [-0.85076, 9.80171, 25.03147], [-4.90720, 3.57008, 34.33160], [-10.12672, 10.91712, 35.15080], [-7.99821, 4.78062, 25.61580], [-5.38906, 6.40894, 28.33444], [-2.83672, 6.70894, 35.69617], [-9.86829, 6.44374, 28.84322], [-7.22527, 6.34751, 34.77373], [-3.44262, 1.31738, 29.54158], [-5.12034, 7.48558, 34.58535], [-0.44150, 11.01500, 26.25007], [-10.53758, 12.65934, 33.38343], [-2.23815, 9.71329, 26.98957], [-1.91060, 2.46740, 36.97297], [2.77005, 9.30286, 25.59151], [-11.69132, 7.90612, 35.12140], [-0.10913, 0.37282, 31.28631], [0.26947, 2.94802, 28.07735], [-1.14672, 7.11273, 33.15471], [-9.26052, 1.22582, 31.03447], [-10.45607, -0.31370, 34.01433], [-2.81823, -0.10005, 30.35249], [0.26628, 3.74752, 32.57348], [-2.17870, 5.02847, 34.08032], [-11.48596, 5.06739, 30.35469], [-3.88654, 2.91788, 27.47329], [-5.88863, 5.34875, 35.38288], [-11.13270, 8.67028, 29.57946], [-5.35826, 3.50035, 23.99568], [-4.21419, 2.36167, 24.81524], [0.66850, 0.30241, 29.66635], [-9.56821, 9.30816, 35.84341], [-8.69807, 8.63957, 32.95040], [-12.55068, 5.11002, 35.60418], [-2.47214, 2.64511, 38.74581], [-9.92992, 6.99790, 27.16363], [-13.77717, 9.96768, 33.06384], [-0.15337, 7.58570, 30.63182], [-4.74392, 5.53879, 38.74462], [-5.99025, 1.52228, 26.71462], [-12.17648, 13.29487, 33.57627], [-8.84962, 4.66698, 34.11807], [-5.45808, 3.28423, 36.48292], [-1.46595, 8.15766, 26.58629], [-10.73156, -1.13747, 32.46703], [-8.80376, 5.06380, 27.23166], [-3.06038, 3.63418, 30.93943], [1.24256, 3.09891, 31.13165], [-2.18003, 1.25931, 32.33657], [-13.67335, 4.54063, 34.42035], [-3.69617, 3.38865, 39.70842], [-0.46978, 5.27609, 34.54204], [-9.55430, 10.53052, 31.50877], [-3.79769, 5.96891, 25.15335], [-10.21558, 3.45416, 32.39592], [-9.48751, 4.05745, 28.45579], [-3.74351, 1.65609, 31.92064], [-2.31692, 3.52053, 32.48029], [-7.42934, 7.26060, 25.35196], [-12.27269, 7.64733, 26.07473], [-1.91144, 7.45174, 28.79794], [-6.53730, 8.20110, 26.45762], [-2.51203, 8.23453, 33.35493], [-13.58492, 9.38834, 35.43280], [-10.83975, 0.52321, 30.53622], [-4.68916, 2.02957, 37.30902], [-2.03172, 1.53373, 27.53574], [-12.09539, 2.32433, 31.02348], [-4.18497, 7.18898, 27.38769], [-12.91327, 6.07892, 32.29148], [-9.89667, 3.76196, 26.62569], [-3.41916, 5.03899, 28.61690], [-13.91487, 11.36863, 33.99205], [1.84405, 9.81784, 24.21255], [-2.25687, 6.28493, 38.68637], [-1.29470, 6.88301, 36.50441], [-13.11294, 12.50113, 31.52091], [-5.28040, 6.20046, 24.14956], [-12.91638, 10.86389, 31.02715], [-7.85840, 3.78221, 35.30932], [0.18839, 5.25631, 37.04372], [-0.76930, 4.23263, 38.14771], [-0.60107, 9.27225, 30.91014], [-6.63500, 7.87968, 32.69428], [-3.27886, 7.49174, 38.03052], [0.15153, 2.09221, 32.17130], [-7.52078, 6.86422, 27.07921], [-13.62806, 8.01881, 27.16170], [-12.14041, 10.35502, 35.59564], [-13.16006, 4.34501, 32.26162], [-5.60369, 3.22974, 38.27683], [2.03891, 10.97969, 25.56233], [-9.58242, 7.33748, 33.69391], [-5.33710, 4.60665, 30.58063], [-7.38752, 6.00000, 29.89583], [-12.32757, 6.73586, 29.02823], [-6.90350, 2.12401, 25.32346], [-8.21189, 3.05115, 33.75373], [-2.46008, 9.00192, 29.19218], [-0.56855, 0.62118, 27.64364], [-8.42467, 4.03290, 31.49678], [-11.51126, 12.03553, 31.05200], [-4.91249, 7.87948, 32.10637], [-2.00059, -0.20453, 28.03354], [-6.39762, 7.54276, 29.83059], [-10.09358, 7.89210, 32.10339], [-1.15388, 3.64166, 34.39754], [-5.28949, 3.64041, 28.32978], [-11.00982, 2.63346, 29.66793], [-0.09275, 3.48797, 36.77821], [-7.84152, 7.41564, 30.87656], [-9.03594, -0.43317, 32.93887], [-4.43164, 6.09865, 30.17879], [-8.73213, 10.22437, 34.51688], [-12.59995, 9.06051, 28.94223], [-7.31070, 2.65626, 26.96476], [-13.18631, 6.36127, 26.81515]]
}

=====

[3]
{
  "formula": "CH3FS2",
  "method": "ωB97M-V/def2-TZVPD",
  "relative_energy_kj_mol": 356.21,
  "lumo_ev": [-3.43, -3.43],
  "charge": 0,
  "homo_lumo_gap_ha": [0.21326, 0.21062],
  "total_energy_ha": -935.979485,
  "elements": ["S", "S", "F", "C", "H", "H", "H"],
  "coordinates": [[2.76750, -0.10087, 0.60343], [-0.34825, 0.74956, 1.38847], [2.20534, -1.42054, -0.16417], [-1.01380, 0.24821, -0.16250], [-0.65653, -0.69211, -0.67674], [-2.14918, 0.32544, 0.04178], [-0.80508, 0.89031, -1.03028]]
}

=====

[4]
{
  "formula": "C13H16N2O4S3",
  "method": "ωB97M-V/def2-TZVPD",
  "relative_energy_kj_mol": 97.70,
  "smiles": "Cc1ccc(S(=O)(=O)c2nc(S(C)(=O)=O)sc2N(C)C)cc1",
  "lumo_ev": 0.34,
  "charge": 0,
  "homo_lumo_gap_ha": 0.32818,
  "total_energy_ha": -2109.951589,
  "elements": ["S", "S", "S", "O", "O", "O", "O", "N", "N", "C", "C", "C", "C", "C", "C", "C", "C", "C", "C", "C", "C", "C", "H", "H", "H", "H", "H", "H", "H", "H", "H", "H", "H", "H", "H", "H", "H", "H"],
  "coordinates": [[-1.90641, 0.22327, -2.37853], [1.45542, 1.50500, 0.03919], [-3.38956, 2.85264, -1.70555], [2.70504, 1.37108, -0.67274], [-3.88625, 2.91157, -3.05137], [1.20115, 2.74728, 0.70404], [-4.27264, 2.33348, -0.69802], [0.36315, -1.15619, -1.85536], [-0.86910, 2.14573, -1.05803], [-0.34305, -2.25942, -2.46235], [-1.93329, 1.82058, -1.69133], [0.10322, -0.01371, 1.85987], [-0.28756, 0.01506, -1.71200], [0.07368, 1.18420, -1.05837], [1.31227, 0.15616, 1.21216], [2.22075, -1.73340, 2.34945], [1.01237, -1.92860, 3.00948], [-2.73790, 4.45298, -1.19839], [2.37413, -0.69253, 1.44947], [1.80543, -1.23386, -1.94597], [0.85017, -3.04040, 3.99862], [-0.04355, -1.05629, 2.75565], [2.16209, -2.04449, -1.30827], [3.04832, -2.39998, 2.54323], [2.10347, -1.44104, -2.97800], [-2.00790, 4.26948, -0.42045], [-0.98426, -1.19683, 3.26703], [-1.33165, -2.35685, -2.01485], [2.26729, -0.30226, -1.63131], [0.21948, -3.17347, -2.28230], [3.30432, -0.52307, 0.93026], [-0.70412, 0.67458, 1.66199], [1.58682, -3.82224, 3.83300], [0.98547, -2.65566, 5.00956], [-0.46442, -2.12105, -3.54208], [-2.28041, 4.91231, -2.06401], [-3.56533, 5.04687, -0.83112], [-0.14665, -3.47092, 3.93741]]
}